Entry 1:
The following is a quantum chemistry calculation of a 5-piece molecular cluster, C40H75BrIN5O3S2 overall, from the OMol25 dataset.

XYZ file:
```
127
Properties=species:S:1:pos:R:3
C 1.3802 -6.9269 0.5117
S 2.7201 -5.8846 1.3218
O 3.5075 -6.6597 2.3398
O 3.5868 -5.3747 0.1580
C 1.8557 -4.3913 1.9884
C 1.8088 -3.9603 3.4709
C 0.9923 -2.6772 3.8790
C 0.2533 -1.8482 2.8066
C 0.3087 -2.2315 1.2724
C 1.1181 -3.4989 0.9166
N -0.3787 -1.4180 0.2386
C -1.7968 -1.1598 0.5857
C -2.9038 -1.4152 -0.4813
Br -2.2830 -2.0750 -2.2703
C -4.4173 -1.1594 -0.1532
C -4.7830 -0.6187 1.2606
C -6.3114 -0.3446 1.7299
C -6.6514 -1.4252 2.9084
C -7.6778 -2.5680 2.4337
I -7.1966 -4.4263 3.5434
C -3.6963 -0.3081 2.3572
O -4.0408 0.1862 3.6446
C -2.2188 -0.5910 1.9973
S -0.7880 -0.3387 3.1775
H 1.3495 -7.9927 0.9223
H 0.3701 -6.4047 0.6961
H 1.5358 -7.0063 -0.6268
H 2.3488 -4.5681 4.2724
H 0.9072 -2.3251 4.9714
H 1.1285 -3.7941 -0.1985
H 0.0705 -0.4755 0.2851
H -5.1965 -1.3875 -0.9529
H -7.0539 -0.3859 0.8649
H -6.2817 0.7094 2.2042
H -7.0185 -0.8627 3.8508
H -5.6899 -1.9735 3.2439
H -7.5592 -2.8400 1.3174
H -8.7744 -2.3500 2.7074
H -3.5213 -0.3283 4.3050
C -2.0514 5.3277 -4.0848
C -3.0181 4.6610 -3.1124
N -2.7868 3.2301 -2.9474
C -3.8795 2.5426 -2.2618
C -4.1565 2.9266 -0.8092
C -1.4448 2.8350 -2.5337
C -0.9036 3.4169 -1.2277
H -2.0538 4.8193 -5.0529
H -2.3508 6.3660 -4.2515
H -1.0286 5.3416 -3.6999
H -4.0271 4.8120 -3.5109
H -2.9774 5.1924 -2.1531
H -3.7168 1.4602 -2.3124
H -4.7979 2.7130 -2.8357
H -3.3993 2.5263 -0.1345
H -5.1159 2.5041 -0.4947
H -4.2177 4.0084 -0.6684
H -0.7466 3.1017 -3.3357
H -1.3851 1.7417 -2.4832
H -1.0742 4.4928 -1.1465
H 0.1784 3.2569 -1.1769
H -1.3378 2.9286 -0.3552
C 6.4156 -3.6401 0.6819
C 7.5722 -3.6348 -0.3106
N 8.4298 -4.8107 -0.2160
C 9.6879 -4.6684 -0.9444
C 9.6151 -4.5238 -2.4639
C 7.7696 -6.1042 -0.3550
C 6.9779 -6.3660 -1.6360
H 6.7765 -3.7763 1.7055
H 5.8847 -2.6845 0.6391
H 5.6847 -4.4266 0.4619
H 8.1703 -2.7416 -0.0975
H 7.1686 -3.5075 -1.3235
H 10.3436 -5.5122 -0.7016
H 10.2085 -3.7887 -0.5480
H 9.3714 -5.4690 -2.9489
H 10.5907 -4.2124 -2.8492
H 8.8886 -3.7701 -2.7759
H 7.0878 -6.2326 0.4936
H 8.5064 -6.9055 -0.2268
H 6.3315 -5.5284 -1.9067
H 6.3327 -7.2390 -1.4948
H 7.6322 -6.5880 -2.4792
C 6.7451 2.7409 -4.0784
C 5.7714 2.0876 -3.1040
N 5.9945 0.6570 -2.9261
C 4.8957 -0.0188 -2.2392
C 4.6127 0.3792 -0.7913
C 7.3328 0.2588 -2.5048
C 7.8737 0.8486 -1.2025
H 6.7435 2.2243 -5.0422
H 6.4518 3.7794 -4.2550
H 7.7666 2.7527 -3.6899
H 4.7647 2.2406 -3.5074
H 5.8115 2.6268 -2.1490
H 5.0544 -1.1022 -2.2823
H 3.9811 0.1515 -2.8192
H 5.3638 -0.0180 -0.1085
H 3.6496 -0.0360 -0.4791
H 4.5556 1.4624 -0.6609
H 8.0345 0.5149 -3.3072
H 7.3871 -0.8343 -2.4445
H 7.7089 1.9261 -1.1309
H 8.9546 0.6830 -1.1474
H 7.4347 0.3701 -0.3272
C -5.7550 4.4412 3.5205
C -6.5874 4.7574 2.2828
N -7.8424 4.0158 2.2153
C -8.4872 4.0893 0.9061
C -8.9708 5.4582 0.4298
C -8.7358 4.1515 3.3603
C -9.1961 5.5582 3.7420
H -5.5758 3.3659 3.6105
H -4.7833 4.9374 3.4502
H -6.2349 4.7934 4.4372
H -5.9760 4.4966 1.4120
H -6.7534 5.8410 2.2358
H -9.3294 3.3886 0.8781
H -7.7807 3.7049 0.1610
H -9.8700 5.7756 0.9577
H -9.2286 5.4062 -0.6321
H -8.2066 6.2309 0.5395
H -8.2410 3.7108 4.2337
H -9.6196 3.5210 3.2101
H -8.3743 6.2775 3.7574
H -9.6288 5.5410 4.7475
H -9.9701 5.9282 3.0701
```

Values from the calculation:
HOMO energy = -7.68 eV
Charge = 0
SMILES string = CS(=O)(=O)c1ccc2c(c1)Nc1c(Br)cc(CCCI)c(O)c1S2.CCN(CC)CC.CCN(CC)CC.CCN(CC)CC.CCN(CC)CC
LUMO = -0.726 eV

Atomic partial charges in e from the Mulliken method, atoms 1 to 2: number 1, C, carries -0.89; number 2, S, carries 1.29

=====

Entry 2:
The following is a quantum chemistry calculation of C38H103CdN6O17 as an isolated structure, from the OMol25 dataset.

XYZ file:
```
165
Properties=species:S:1:pos:R:3
Cd -2.5994 7.8032 2.3273
C -4.8382 5.9992 -1.1077
C -3.9173 7.1258 -0.7645
O -3.6460 7.2915 0.5950
H -5.8398 6.1375 -0.6892
H -4.4473 5.0155 -0.8679
H -4.9434 6.0238 -2.2013
H -4.3460 8.0490 -1.2240
H -2.9591 6.9629 -1.3058
O -0.7660 7.8764 1.3462
H -0.6111 7.9068 0.2995
H 0.1062 7.6575 1.7302
O -4.4279 7.7823 3.4246
H -4.7058 7.7820 4.3613
H -5.2922 7.7760 2.8483
O -6.5550 7.6971 1.6201
H -7.3026 8.0915 1.0285
H -5.9733 7.1974 1.0072
O -4.7837 10.4054 0.1201
H -4.5821 9.4780 -0.1350
H -4.2092 10.5735 0.8768
C -7.2415 -0.3947 -5.7966
O -8.2077 0.2183 -5.0489
C -8.5671 -0.5736 -3.9298
C -9.5030 0.1643 -3.0371
N -8.9319 1.2977 -2.4580
C -9.8754 1.9872 -1.5920
C -9.5662 3.4652 -1.3489
O -9.0659 4.0823 -2.5249
C -9.0592 5.4495 -2.3782
H -6.3549 -0.6149 -5.1978
H -6.9374 0.2877 -6.5955
H -7.6419 -1.2817 -6.3003
H -7.6871 -0.8811 -3.3413
H -9.0935 -1.4860 -4.2647
H -9.8532 -0.5813 -2.3153
H -10.4089 0.4199 -3.6274
H -8.5819 1.9290 -3.1670
H -9.9293 1.4850 -0.6162
H -10.9057 1.9166 -2.0061
H -8.8483 3.6103 -0.5253
H -10.5528 3.8860 -1.0758
H -8.6872 5.7687 -1.3819
H -10.0907 5.8410 -2.3999
H -8.4340 5.9157 -3.1269
C -9.6445 12.7517 0.3932
O -8.5821 12.6333 -0.5072
C -7.4687 13.3904 -0.1195
C -6.5369 13.5496 -1.2577
N -6.1760 12.2848 -1.7997
C -5.2816 12.4469 -2.9881
C -4.9700 11.1415 -3.5897
O -6.0847 10.5753 -4.1516
C -5.9329 9.2253 -4.3888
H -9.3839 12.4669 1.4385
H -10.4850 12.1226 0.0998
H -10.0313 13.7921 0.4606
H -6.9445 12.9309 0.7383
H -7.8373 14.3824 0.1998
H -5.6710 14.1361 -0.8832
H -6.9859 14.1292 -2.0671
H -5.6343 11.7881 -1.0756
H -4.3157 12.9098 -2.6751
H -5.7677 13.1226 -3.6967
H -4.5982 10.4696 -2.7841
H -4.1114 11.2131 -4.2837
H -6.9298 8.7709 -4.3919
H -5.2636 8.7319 -3.6773
H -5.5772 9.0262 -5.4196
C -11.0031 11.0915 4.5727
O -11.0365 9.7787 4.9813
C -11.0170 8.8884 3.9135
C -9.7049 8.8742 3.1728
N -9.5759 7.6299 2.4324
C -10.3596 7.5619 1.1961
C -9.9054 8.4930 0.0906
O -8.5805 8.2504 -0.1747
C -8.1019 9.1138 -1.1577
H -11.6849 11.7240 5.1576
H -11.2553 11.2362 3.5202
H -10.0060 11.5030 4.8047
H -11.8286 9.1436 3.2163
H -11.1751 7.8843 4.3052
H -8.8462 8.9348 3.8430
H -9.6661 9.7447 2.4901
H -8.6040 7.4698 2.2029
H -11.3875 7.8089 1.4401
H -10.2293 6.5432 0.8212
H -10.0608 9.5327 0.4035
H -10.5383 8.2888 -0.7830
H -8.3311 10.1649 -0.9746
H -8.5565 8.8457 -2.1239
H -7.0314 8.9964 -1.2893
C -7.3570 5.1191 4.6763
O -6.9609 4.0748 3.7934
C -6.2279 4.5513 2.6626
C -5.4002 3.3905 2.0444
N -4.1130 3.8748 1.7319
C -3.2787 2.8508 1.1006
C -2.0623 3.4402 0.4784
O -1.1638 3.9401 1.4603
C 0.1685 4.1898 0.9690
H -6.4718 5.6020 5.1289
H -7.9368 4.6881 5.4897
H -8.0119 5.8344 4.1499
H -5.5631 5.3878 2.9579
H -6.9445 4.9260 1.9054
H -5.9769 3.1792 1.1265
H -5.4303 2.5813 2.7622
H -4.1576 4.6415 1.0651
H -3.8475 2.3695 0.2749
H -3.0176 2.1032 1.8487
H -2.3275 4.2230 -0.2681
H -1.5624 2.6736 -0.1408
H 0.8700 3.4836 1.4162
H 0.4571 5.2164 1.2551
H 0.2145 4.1421 -0.1279
C -1.8539 -0.8911 -2.5662
O -1.4961 0.2878 -3.2256
C -0.3500 0.9114 -2.6667
C -0.2978 2.2298 -3.2613
N -1.3994 3.0502 -2.7411
C -1.3949 4.3749 -3.2687
C -2.7447 5.0273 -3.0197
O -3.7297 4.4437 -3.7665
C -4.7335 3.8970 -2.9745
H -1.0167 -1.5883 -2.4561
H -2.6610 -1.3393 -3.1287
H -2.2228 -0.6362 -1.5552
H 0.5615 0.3347 -2.8661
H -0.5182 1.0511 -1.5804
H -0.3594 2.0873 -4.3600
H 0.6813 2.6817 -3.0584
H -2.2609 2.5689 -2.9974
H -1.2508 4.3954 -4.3616
H -0.6480 4.9558 -2.7455
H -2.6072 6.0935 -3.2832
H -2.9596 4.9739 -1.9470
H -4.3031 3.1822 -2.2627
H -5.4278 3.3906 -3.6290
H -5.2960 4.6730 -2.4447
C -1.0871 11.8358 -0.6186
O -0.4957 10.8156 -1.4079
C -1.4083 9.8934 -1.8141
C -0.6540 8.7119 -2.2533
N 0.2815 8.2723 -1.1929
C 0.8516 6.9694 -1.5696
C 1.6764 6.9094 -2.8154
O 0.8443 6.5836 -3.8463
C 1.4634 6.1707 -5.0952
H -2.0224 12.1975 -1.0785
H -0.3852 12.6452 -0.4824
H -1.3808 11.4390 0.3781
H -1.9518 10.3213 -2.6678
H -2.1748 9.6492 -1.0604
H -0.0721 8.9746 -3.1439
H -1.3344 7.9196 -2.5695
H 1.0304 8.9672 -1.2815
H 0.0552 6.2230 -1.6343
H 1.5074 6.6493 -0.7479
H 2.5022 6.2065 -2.6482
H 2.1115 7.9199 -2.9744
H 1.7807 5.1207 -5.0515
H 2.3753 6.7522 -5.3125
H 0.7276 6.3818 -5.8623
```

Values from the calculation:
HOMO energy = -9.98 eV
Charge = +1
LUMO = -4.439 eV

Atomic partial charges in e from the Mulliken method, atoms 1 to 2: number 1, Cd, carries 0.50; number 2, C, carries -1.48

=====

The records above yield calculated total energy values of -5736.279973; -3284.380354 a.u., respectively.
The records above yield frontier orbital gap values of 0.2556; 0.2038 Eh, respectively.